(1)
The following is a quantum chemistry calculation of a cluster of 31 separate species, H62O31 in total, from the Open Molecules 2025 dataset.

Each line ends with the Löwdin charge.
Cartesian coordinates (Å):
O  2.045  1.696  -3.104  -0.085
H  2.184  1.081  -2.362  0.008
H  1.578  1.195  -3.830  0.025
O  -4.107  -3.076  -3.435  -0.089
H  -4.218  -2.321  -2.767  0.029
H  -4.684  -2.777  -4.132  0.044
O  0.369  2.749  2.757  -0.071
H  0.182  2.485  1.827  0.039
H  -0.403  2.437  3.264  0.060
O  3.515  -6.183  0.760  -0.059
H  3.247  -5.830  1.624  0.040
H  2.890  -5.649  0.268  0.019
O  0.458  -2.178  -2.659  -0.085
H  1.149  -2.544  -2.101  0.032
H  -0.420  -2.442  -2.288  0.019
O  0.058  -1.293  5.146  -0.073
H  -0.655  -0.690  4.838  0.019
H  0.807  -0.661  5.130  0.050
O  -1.890  -3.126  -1.369  -0.060
H  -2.180  -3.936  -1.805  -0.001
H  -1.620  -3.391  -0.471  0.038
O  0.351  -3.748  3.986  -0.059
H  0.211  -2.878  4.351  -0.024
H  0.260  -4.388  4.721  0.081
O  -3.035  0.602  -1.012  -0.078
H  -3.483  1.406  -0.611  0.070
H  -2.476  0.918  -1.727  0.020
O  3.093  -2.725  4.564  -0.094
H  2.292  -2.870  3.998  0.012
H  3.691  -2.117  4.074  0.033
O  1.304  5.036  1.525  -0.046
H  0.986  4.471  2.257  0.038
H  1.802  5.770  1.897  0.071
O  -1.520  -0.418  1.031  -0.067
H  -0.634  -0.045  0.762  0.060
H  -2.202  -0.218  0.381  0.020
O  -0.217  2.639  -0.034  -0.058
H  -0.013  3.499  -0.503  0.055
H  0.324  1.947  -0.418  0.012
O  0.878  0.067  -0.382  -0.075
H  1.573  0.174  0.318  0.044
H  0.931  -0.878  -0.551  0.009
O  -3.150  2.668  0.804  -0.101
H  -2.183  2.543  0.640  0.018
H  -3.365  3.577  0.397  0.074
O  2.312  1.061  3.793  -0.070
H  3.041  1.547  4.260  0.089
H  1.662  1.767  3.589  0.016
O  -1.081  0.826  -3.054  -0.069
H  -0.245  0.512  -2.649  0.044
H  -1.376  0.002  -3.492  0.029
O  -3.007  -5.430  -2.002  -0.042
H  -3.581  -4.878  -2.575  0.034
H  -2.699  -5.922  -2.765  0.059
O  3.081  -0.041  1.401  -0.071
H  3.050  0.480  2.255  0.055
H  3.428  0.613  0.800  0.008
O  -1.187  -3.287  1.430  -0.045
H  -1.404  -2.356  1.406  0.015
H  -0.782  -3.413  2.291  0.024
O  3.160  3.535  0.456  -0.090
H  2.339  3.995  0.779  -0.010
H  3.870  4.138  0.759  0.056
O  -4.372  -1.874  -1.216  -0.063
H  -3.942  -1.072  -0.876  0.020
H  -3.813  -2.590  -0.851  0.049
O  -1.403  0.457  3.575  -0.073
H  -1.672  -0.022  2.726  0.052
H  -2.209  0.718  4.003  0.051
O  0.485  0.690  -5.343  -0.082
H  0.566  -0.272  -5.459  0.050
H  -0.301  0.840  -4.737  0.028
O  0.400  4.288  -3.108  -0.066
H  0.866  3.461  -2.830  0.037
H  -0.336  3.954  -3.663  0.077
O  -3.317  6.074  0.292  -0.051
H  -4.171  6.263  -0.109  0.043
H  -2.652  6.210  -0.379  -0.008
O  1.082  -2.641  0.150  -0.074
H  1.935  -2.762  0.585  -0.020
H  0.399  -3.101  0.687  0.021
O  3.474  -2.665  1.202  -0.149
H  4.354  -3.057  0.948  0.075
H  3.692  -1.593  1.272  0.100
O  3.886  1.263  -0.947  -0.087
H  4.513  0.998  -1.650  0.076
H  4.081  2.243  -0.832  0.064
O  -1.400  -1.702  -4.354  -0.064
H  -2.169  -2.261  -4.151  0.030
H  -0.642  -2.268  -4.148  0.024
O  -0.806  5.312  -0.978  -0.079
H  -0.555  6.093  -0.456  0.058
H  -0.272  5.293  -1.798  0.016

Summary:
Relative energy (zero: lowest compared OMol25 entry of this formula, charge and spin) (eV): 0.7292
Highest occupied orbital energy (eV): -10.7
Orbital gap (eV): 10.50



(2)
The following is a quantum chemistry calculation of a cluster of 2 separate species, C2H8IN2 in total, from the Open Molecules 2025 dataset.

Each line ends with the Löwdin charge.
Cartesian coordinates (Å):
C  -0.145  -1.225  -0.363  -0.265
C  -0.584  -0.055  -0.864  -0.617
N  1.236  1.832  0.360  0.092
N  -0.673  -2.033  0.556  0.142
I  -2.607  0.414  -0.225  0.889
H  -0.622  0.142  -1.987  0.114
H  0.866  -1.558  -0.736  0.173
H  0.068  0.900  -0.505  0.073
H  0.684  2.487  0.847  0.052
H  1.622  1.255  1.086  0.071
H  1.758  2.249  -0.285  0.006
H  -0.092  -2.804  0.969  0.163
H  -1.512  -1.604  1.147  0.110

Summary:
Relative energy (zero: lowest compared OMol25 entry of this formula, charge and spin) (eV): 1.5424
Highest occupied orbital energy (eV): -13.5
Total charge: +1
Orbital gap (eV): 8.81



(3)
The following is a quantum chemistry calculation of a cluster of 2 separate species, C12H16FN in total, from the Open Molecules 2025 dataset.

Each line ends with the Löwdin charge.
Cartesian coordinates (Å):
C  -0.271  0.325  -4.106  -0.063
C  -1.407  0.329  -3.237  -0.103
C  1.059  0.250  -3.449  -0.073
C  -1.313  0.211  -1.873  -0.063
C  1.102  0.384  -2.109  -0.086
C  -0.046  0.220  -1.310  -0.271
C  -0.010  0.250  0.059  -0.102
C  1.804  -2.185  -0.020  -0.053
C  -1.220  2.001  2.796  -0.054
C  -1.230  -0.552  2.968  -0.031
C  1.673  -0.908  0.697  -0.194
C  -0.494  0.707  2.399  -0.398
N  -0.701  0.703  0.961  0.086
F  2.846  -0.226  0.612  0.006
H  -0.452  0.304  -5.128  0.053
H  -2.390  0.679  -3.582  0.103
H  1.926  0.064  -4.073  0.094
H  -2.097  0.215  -1.216  0.079
H  2.021  0.459  -1.545  0.098
H  2.529  -2.046  -0.822  0.090
H  2.109  -3.029  0.556  0.076
H  0.850  -2.401  -0.523  0.098
H  -1.521  2.323  1.719  0.110
H  -2.141  1.847  3.402  0.081
H  -0.503  2.680  3.148  0.047
H  -1.745  -0.930  2.123  0.071
H  -1.859  -0.217  3.823  0.081
H  -0.554  -1.204  3.415  0.038
H  1.400  -1.015  1.821  0.138
H  0.634  0.761  2.493  0.142

Summary:
2S+1: 3
Highest occupied orbital energy (spin up / spin down) (eV): -4.9 / -8.2
Orbital gap (spin up / spin down) (eV): 5.53 / 6.02



(4)
The following is a quantum chemistry calculation of a structure of composition C3H7FN2O, from the Open Molecules 2025 dataset.

Each line ends with the Löwdin charge.
Cartesian coordinates (Å):
C  -0.301  1.249  0.209  -0.030
C  0.498  0.450  -0.896  -0.290
C  -0.059  -0.714  -0.081  0.023
N  -0.598  -0.024  0.859  -0.178
N  1.943  0.442  -0.769  0.017
O  -1.484  -0.306  1.765  -0.074
F  -2.108  -2.456  1.141  -0.196
H  0.178  2.082  0.739  0.128
H  -1.253  1.703  -0.187  0.141
H  0.204  0.291  -1.995  0.164
H  0.094  -1.713  -0.152  0.107
H  2.350  1.093  -1.449  0.077
H  -1.931  -1.675  1.749  0.026
H  2.467  -0.423  -0.931  0.084

Summary:
Relative energy (zero: lowest compared OMol25 entry of this formula, charge and spin) (eV): 3.0503
Highest occupied orbital energy (eV): -9.7
Orbital gap (eV): 10.03



| no. | F_max (eV Å⁻¹) |
| --- | --- |
| 1 | 4.0 |
| 2 | 5.9 |
| 3 | 4.0 |
| 4 | 3.4 |